# 1
Here is an isolated ion of composition C6H6NOS2 and charge -1 from the Open Molecules 2025 dataset. Energies are from wB97M-V/def2-TZVPD.

Cartesian coordinates (Å):
C (1.86, -1.59, -0.02)
C (3.14, -1.97, -0.30)
C (1.52, -0.56, 0.86)
C (4.37, 0.50, -0.48)
C (-0.58, 0.15, -0.30)
C (-1.61, 1.26, -0.10)
N (0.30, 0.07, 0.74)
O (-0.56, -0.55, -1.31)
S (5.38, 1.72, -0.12)
S (4.57, -1.11, 0.18)
H (1.08, -2.23, -0.44)
H (3.35, -2.89, -0.83)
H (-1.99, 1.26, 0.92)
H (-2.44, 1.12, -0.79)
H (-1.14, 2.22, -0.30)
H (0.11, 0.71, 1.49)

The total charge is -1. For the LUMO energy (spin up / spin down), the calculation gives 3.1 / 3.1 eV. The energy above the lowest of the compared OMol25 structures with the same formula, charge and spin is 39.5 kcal/mol. The calculation puts the HOMO-LUMO gap (spin up / spin down) at 5.18 / 5.18 eV.

=====

# 2
Here is one molecule with the formula C4H7NO2 from the Open Molecules 2025 dataset. Energies are from wB97M-V/def2-TZVPD.

Cartesian coordinates (Å):
O (2.20, 0.31, 0.23)
C (0.81, 0.40, 0.07)
C (0.27, -0.20, -1.22)
N (-1.01, -0.70, -0.77)
C (0.05, -0.47, 1.06)
C (-1.96, -0.06, -0.15)
O (-1.92, 0.16, 1.08)
H (2.52, 1.09, 0.70)
H (0.45, 1.43, 0.17)
H (0.22, 0.49, -2.07)
H (0.89, -1.05, -1.52)
H (-0.01, -0.12, 2.09)
H (0.26, -1.54, 0.98)
H (-2.89, 0.22, -0.67)

The total charge is 0. For the LUMO energy (spin up / spin down), the calculation gives 0.2 / 0.2 eV. The energy above the lowest of the compared OMol25 structures with the same formula, charge and spin is 110.7 kcal/mol. The calculation puts the HOMO-LUMO gap (spin up / spin down) at 8.79 / 8.79 eV.

=====

# 3
Here is CH2NOS3 as an isolated structure from the Open Molecules 2025 dataset. Energies are from wB97M-V/def2-TZVPD.

Cartesian coordinates (Å):
C (-0.20, 0.33, -0.26)
N (0.42, -0.57, 0.51)
O (-0.48, -1.35, 1.27)
S (2.05, -0.46, 0.89)
S (0.99, 1.37, -0.88)
S (-1.81, 0.20, -0.48)
H (0.08, 2.02, -1.67)
H (-1.06, -1.53, 0.62)

The total charge is -1. For the LUMO energy, the calculation gives 3.4 eV. The energy above the lowest of the compared OMol25 structures with the same formula, charge and spin is 63.2 kcal/mol. The calculation puts the HOMO-LUMO gap at 6.49 eV.